Density functional theory data (wB97M-V/def2-TZVPD) for 2 unconnected molecules or ions with the total composition C5H11O2.

Each line ends with the natural charge from an NBO analysis.
Atoms and positions in Å:
1 C 2.32 -1.17 1.85  -0.77
2 C 1.05 -0.17 1.84  0.79
3 O 1.22 1.03 2.15  -0.78
4 O 0.07 -0.76 1.32  -0.82
5 H 1.80 -2.14 2.00  0.21
6 H 2.95 -0.88 2.68  0.19
7 H 2.73 -1.09 0.85  0.20
8 C -1.30 0.87 -0.78  -0.44
9 C -0.36 1.31 -1.90  -0.61
10 C -1.74 -0.64 -0.83  -0.63
11 H -0.67 0.85 0.15  0.27
12 H -2.15 1.53 -0.49  0.18
13 H -0.88 1.23 -2.87  0.18
14 H 0.54 0.74 -1.81  0.21
15 H -1.50 -1.14 0.10  0.27
16 H -2.78 -0.69 -1.14  0.17
17 H -0.16 2.36 -1.65  0.20
18 H -1.13 -1.25 -1.49  0.18

Orbital gap (eV): 8.1
Net charge: -1